A gas-phase ion, H3O2SSi (charge -1), computed with ωB97M-V/def2-TZVPD.

Output
**ΔE to the lowest compared entry with this formula, charge and spin**: 93.73 kJ/mol
**SMILES string**: [O-]SO[SiH3]
**Net charge**: -1
**Kohn-Sham gap**: 6.29 eV
**HOMO energy**: -2.241 eV
**Maximum force**: 3.230 eV/A
**Electronic energy**: -22856.1835 eV

Element x y z (Å)
O -1.793 -0.678 0.323
O -3.756 1.173 -1.015
Si -0.475 -0.028 -0.192
S -3.642 -0.062 -0.138
H -0.255 1.599 0.233
H 0.387 -1.090 0.194
H -0.347 -0.014 -1.680